A structure of composition C25H28N3OPPdS4. Source: the Open Molecules 2025 dataset; level of theory: ωB97M-V/def2-TZVPD.

Its orbital gap is 6.4 eV. For the molar mass, the calculation gives 652.18 u. Its highest occupied orbital energy is -6.5 eV.

Cartesian coordinates (Å):
1 H 2.422 1.629 4.193
2 H -3.455 2.797 -3.453
3 H 2.660 2.336 0.394
4 H -0.931 -6.227 -2.350
5 C 3.107 -2.221 0.237
6 O 5.270 -4.874 -1.475
7 H 0.589 3.389 4.340
8 C -0.128 -4.679 -1.102
9 P -0.976 -0.719 -1.012
10 C -0.861 -0.052 -3.696
11 C 2.194 3.340 2.891
12 H -2.447 -4.704 -3.572
13 C -0.993 -2.465 -1.489
14 C -0.145 -3.327 -0.794
15 H -2.910 1.469 -1.459
16 H 3.663 4.932 2.847
17 C -1.804 -4.319 -2.790
18 H 1.718 4.749 4.462
19 S 2.049 -0.495 -1.645
20 H 0.530 4.709 3.158
21 Pd 0.747 -0.123 0.177
22 H -3.924 -1.166 -1.091
23 H -0.431 1.026 2.241
24 C 3.081 4.335 2.142
25 H 0.512 -2.935 -0.026
26 H -0.671 0.498 -5.753
27 H 2.667 1.072 1.464
28 C -2.728 1.998 -3.524
29 S 2.355 -1.465 1.617
30 C -4.307 -0.230 2.137
31 C -4.647 -0.668 0.863
32 C -3.663 -0.822 -0.097
33 C 2.955 -1.875 -1.053
34 H 3.793 3.827 1.489
35 N 2.080 1.758 0.997
36 C -1.999 -0.116 1.484
37 C -2.423 1.244 -2.399
38 C -1.496 0.207 -2.480
39 H 0.752 3.136 1.457
40 C -1.825 -2.966 -2.488
41 H 0.544 -5.340 -0.570
42 C -2.332 -0.534 0.200
43 H 3.523 2.972 4.549
44 H -5.073 -0.109 2.892
45 S 3.772 -2.847 -2.261
46 N -0.601 0.117 1.808
47 H -2.342 2.317 -5.609
48 C -1.168 0.706 -4.815
49 S 4.135 -3.609 0.548
50 H 2.478 5.019 1.539
51 H -2.478 -2.301 -3.041
52 H -5.679 -0.891 0.623
53 H -0.120 -0.839 -3.758
54 C -2.104 1.728 -4.733
55 C -0.955 -5.174 -2.101
56 H -0.277 -0.590 2.466
57 C 4.554 -3.971 -1.135
58 H 3.831 1.925 3.168
59 C 1.196 4.091 3.766
60 N 1.367 2.516 1.976
61 H -2.711 0.364 3.447
62 C 3.043 2.408 3.748
63 C -2.984 0.040 2.450

***

A cluster of 3 separate species, C3H14N2O2 in total at a distorted geometry. Source: the Open Molecules 2025 dataset; level of theory: ωB97M-V/def2-TZVPD.

Its orbital gap is 9.8 eV. Its SMILES is NCCCN.O.O. For the molar mass, the calculation gives 110.16 u. Its highest occupied orbital energy is -8.9 eV.

Cartesian coordinates (Å):
1 H -0.914 1.173 1.457
2 N -0.438 3.052 -0.317
3 H 1.657 -0.451 0.855
4 H 0.445 -1.813 2.440
5 C 0.753 -0.135 1.384
6 H -1.593 -2.646 -0.578
7 H -0.876 -0.988 2.015
8 H -0.723 0.392 -0.148
9 H -0.352 -2.658 0.188
10 H 0.086 -1.457 -1.754
11 H 1.141 0.393 2.261
12 H 0.048 -0.872 -3.118
13 H 1.037 1.678 -0.908
14 H 1.240 2.378 0.729
15 H -0.063 3.954 -0.562
16 N -0.042 -1.436 1.629
17 H -1.176 2.817 -0.958
18 C 0.513 2.004 -0.013
19 C -0.202 0.842 0.700
20 O -0.678 -2.962 -0.697
21 O 0.315 -0.642 -2.228

***

The ion C8H17N2O with charge +1 at a distorted geometry. Source: the Open Molecules 2025 dataset; level of theory: ωB97M-V/def2-TZVPD.

Its orbital gap is 10.6 eV. As for the charge: +1. Its SMILES is CC1=[NH+]C(C)(C)OC(C)(C)N1. For the molar mass, the calculation gives 157.24 u. Its highest occupied orbital energy is -13.7 eV.

Cartesian coordinates (Å):
1 H 1.933 0.096 2.623
2 H -1.353 1.784 -2.819
3 C -2.382 -0.557 1.331
4 H -2.285 0.554 -0.977
5 H -0.853 3.075 -1.787
6 O 0.186 -0.778 0.822
7 H 3.106 -1.328 0.899
8 H 1.574 1.743 -0.656
9 C 2.439 -0.872 0.040
10 H -2.289 -2.554 -0.761
11 H 3.053 -0.233 -0.617
12 H 0.254 2.219 -2.824
13 C -1.322 -0.821 0.255
14 C 1.938 0.807 1.789
15 C -0.283 1.070 -1.104
16 H -2.047 -1.017 2.299
17 H -0.703 -2.065 -1.321
18 N -1.278 0.276 -0.740
19 C 1.425 0.078 0.581
20 H 2.915 0.989 1.517
21 N 0.965 0.952 -0.525
22 H 1.430 1.712 2.142
23 C -0.538 2.059 -2.122
24 H -3.418 -0.677 1.090
25 H -2.372 0.461 1.721
26 H -0.790 -3.032 0.060
27 C -1.326 -2.163 -0.410
28 H 2.021 -1.777 -0.504

***

A structure of composition C26H23N5O6S3SiW at a distorted geometry. Source: the Open Molecules 2025 dataset; level of theory: ωB97M-V/def2-TZVPD.

Its orbital gap is 6.0 eV. For the molar mass, the calculation gives 809.63 u. Its highest occupied orbital energy is -9.3 eV.

Cartesian coordinates (Å):
1 N 0.551 -1.013 3.883
2 C 2.083 1.993 -4.026
3 H -2.319 -3.045 -2.230
4 C 0.635 -2.080 -3.546
5 H -1.391 -1.879 -0.279
6 H 1.254 3.404 -1.847
7 C -3.574 -0.409 0.966
8 H -0.032 0.414 -4.622
9 C 0.244 5.082 1.162
10 C 0.405 -1.258 -1.284
11 C -0.189 0.980 -3.718
12 S -2.956 1.288 -0.807
13 N -2.392 0.203 0.367
14 N 0.130 0.348 3.752
15 C -0.833 -1.892 -1.214
16 C -0.616 -2.670 -3.474
17 C 3.536 -1.335 1.453
18 C -0.367 3.916 1.638
19 N 0.757 6.015 0.733
20 C 1.900 -3.003 0.964
21 H 3.864 -0.305 1.423
22 Si 1.085 -0.323 0.240
23 H -0.631 0.568 4.428
24 S 0.583 2.412 1.476
25 C -1.635 3.843 2.129
26 C 0.789 1.874 -3.290
27 H -0.901 3.147 -0.639
28 W -0.937 0.464 1.598
29 C 2.731 -3.976 1.486
30 O -0.529 -1.532 1.969
31 C -0.625 2.488 -1.448
32 H 4.622 -4.391 2.404
33 H -4.371 0.354 1.017
34 H 0.936 0.957 3.969
35 H 2.309 1.064 -4.539
36 C 4.376 -2.306 1.969
37 C -2.494 4.959 2.161
38 H 1.218 -2.164 -4.453
39 H -3.967 -1.242 0.370
40 C -1.348 -2.578 -2.301
41 S -2.268 2.314 2.659
42 O -2.268 -0.283 2.944
43 O -0.044 -3.153 3.449
44 H 2.043 2.784 -4.773
45 H -2.111 0.086 -3.299
46 C 0.543 2.659 -2.166
47 C -3.308 -0.858 2.422
48 C -0.071 -2.014 3.076
49 N -3.214 5.850 2.159
50 O -3.158 2.501 -0.060
51 H 0.942 -3.293 0.554
52 H 2.408 -5.008 1.497
53 O -4.049 -1.616 2.990
54 H -1.014 -3.212 -4.320
55 C 2.276 -1.659 0.952
56 H 0.765 -1.334 4.823
57 H 2.107 0.564 -0.427
58 H 2.889 2.231 -3.338
59 H 2.108 -0.914 -2.522
60 C 3.971 -3.630 1.997
61 C 1.133 -1.376 -2.464
62 C -1.350 0.786 -2.992
63 H 5.347 -2.028 2.355
64 C -1.533 1.517 -1.835
65 O -4.046 0.710 -1.520

***

A cluster of 2 separate species, C6H12O in total. Source: the Open Molecules 2025 dataset; level of theory: ωB97M-V/def2-TZVPD.

Its orbital gap is 9.6 eV. Its SMILES is C=C(C)O.C=CC. For the molar mass, the calculation gives 100.16 u. Its highest occupied orbital energy is -8.6 eV.

Cartesian coordinates (Å):
1 H 1.920 1.111 2.552
2 H -0.654 -0.410 -2.594
3 C -1.505 -0.244 -0.640
4 C -2.680 0.233 -0.236
5 O -1.009 -1.378 -0.062
6 H 2.394 -1.638 -0.399
7 H -3.238 -0.273 0.545
8 H -0.067 -1.458 -0.268
9 C -0.733 0.336 -1.794
10 H 2.241 0.181 -0.713
11 H -3.113 1.103 -0.714
12 H 0.213 0.737 2.303
13 H 1.451 -1.364 1.823
14 H 1.116 1.623 1.056
15 H 0.285 0.638 -1.527
16 H -1.252 1.211 -2.190
17 C 1.181 0.819 1.797
18 C 2.098 -0.657 -0.033
19 C 1.586 -0.490 1.186

***

A structure of composition C12H8B2Br4F18O16P3Zr at a distorted geometry. Source: the Open Molecules 2025 dataset; level of theory: ωB97M-V/def2-TZVPD.

Its orbital gap is 7.5 eV. As for the charge: -1. For the molar mass, the calculation gives 1275.53 u. Its highest occupied orbital energy is -7.7 eV.

Cartesian coordinates (Å):
1 C 0.870 0.352 4.023
2 O -0.953 3.014 -0.248
3 Br 4.288 -2.492 -4.947
4 B -1.180 4.195 -1.155
5 F -0.210 -4.838 1.749
6 O 1.553 1.419 4.362
7 F -1.730 -2.144 2.702
8 H 2.484 -4.329 0.521
9 P -4.628 -0.429 1.574
10 Br 2.848 -1.683 1.880
11 F -5.061 -0.676 3.065
12 H 2.179 -1.611 -6.624
13 C -1.571 1.998 -0.700
14 O 2.687 2.954 2.843
15 O -1.512 7.185 0.458
16 O -1.964 5.218 -0.517
17 F -5.930 -1.103 0.973
18 Zr -1.843 -1.168 0.681
19 C 3.482 -3.938 0.345
20 O 0.620 1.812 2.218
21 F -0.897 -3.076 -1.285
22 F -0.242 -2.620 1.215
23 H 3.114 -2.053 -0.675
24 C 1.296 4.699 3.549
25 C 0.142 6.039 -1.005
26 Br 4.104 -4.591 -1.413
27 F -3.917 -0.364 0.024
28 B 1.386 2.468 3.322
29 C -1.202 6.304 -0.278
30 F -1.374 -2.141 -3.494
31 O -1.747 0.857 -0.275
32 P -0.632 -1.722 -2.189
33 O 3.443 5.047 2.427
34 C 0.239 0.662 2.620
35 F -2.116 -1.295 -1.471
36 O 1.123 6.702 -0.805
37 C 2.627 4.281 2.839
38 H 4.156 -4.350 1.090
39 F -2.055 -4.337 3.184
40 F -0.067 -1.174 -0.712
41 F -3.115 0.073 1.903
42 C 1.608 -1.969 -5.772
43 H 1.485 -1.196 -5.019
44 F 0.062 -3.328 3.466
45 O -0.414 -0.170 1.990
46 O 0.599 3.613 3.792
47 H 4.678 -2.260 0.148
48 H 1.986 -3.435 -4.229
49 F 0.828 -2.126 -2.601
50 P -0.986 -3.595 2.309
51 O 0.684 -0.659 4.620
52 Br -0.220 -2.595 -6.193
53 F -0.476 -0.190 -2.608
54 O 0.057 4.863 -1.550
55 F -3.828 -1.818 1.403
56 O -1.884 3.625 -2.324
57 C -2.257 2.412 -2.044
58 C 2.416 -3.107 -5.169
59 O -2.987 1.660 -2.619
60 O 0.987 5.840 3.722
61 C 3.603 -2.409 0.225
62 H 2.509 -3.919 -5.884
63 F -2.014 -3.438 1.050
64 F -5.134 1.055 1.515

***

A cluster of 12 separate species, C30H84O12 in total at a distorted geometry. Source: the Open Molecules 2025 dataset; level of theory: ωB97M-V/def2-TZVPD.

Its orbital gap is 9.9 eV. Its SMILES is CC(C)O.CC(C)O.CC(C)O.CC(C)O.CC(C)O.CC(C)O.CC(C)O.CC(C)O.CC(C)O.CC(C)O.O.O. For the molar mass, the calculation gives 636.99 u. Its highest occupied orbital energy is -9.7 eV.

Cartesian coordinates (Å):
1 H -0.582 1.266 5.528
2 C 2.688 -0.209 -4.462
3 H -5.253 3.915 -0.775
4 H -4.845 -3.029 -1.609
5 H 5.979 0.639 2.812
6 C 4.666 2.206 1.875
7 C -0.090 -4.045 3.379
8 H 3.335 0.378 -2.328
9 H 3.223 -2.715 -1.772
10 H -1.976 0.763 -6.002
11 H -4.149 -1.402 0.485
12 H -0.225 -0.613 1.538
13 H -0.098 0.431 4.091
14 C -1.054 0.540 -5.465
15 C -0.492 -0.820 0.501
16 H -6.189 4.112 0.736
17 H -1.218 3.901 3.927
18 H -6.639 -3.426 -1.473
19 H 6.781 3.077 1.766
20 H -2.824 -4.070 -2.154
21 O 3.392 -3.238 -2.556
22 O 4.730 1.798 0.506
23 H -5.557 -0.617 0.879
24 H -4.579 4.773 0.503
25 C -5.899 -2.693 0.259
26 H -0.782 4.237 -0.395
27 H -0.773 -1.874 0.506
28 H 4.512 -1.678 0.308
29 H -2.261 -2.775 -1.146
30 H 2.230 1.596 -5.860
31 H 0.937 -4.483 -0.284
32 C 1.255 4.494 0.318
33 C -0.709 -4.400 -1.434
34 H -0.736 -0.463 -5.746
35 H -2.571 -4.376 -0.434
36 C 3.406 0.661 -3.378
37 H 4.756 2.564 -0.072
38 C -2.178 -3.850 -1.304
39 O 3.467 -1.365 -4.686
40 H 1.492 -7.008 2.250
41 H -3.202 2.182 -0.821
42 H -4.802 -1.870 2.009
43 C 5.753 3.287 2.062
44 O 2.019 4.790 -0.807
45 C -5.839 -2.708 -1.299
46 C 1.513 2.663 4.500
47 H 0.707 1.501 0.724
48 H 4.462 0.724 -3.638
49 H 0.191 -6.885 3.420
50 H 1.682 6.274 1.390
51 C -5.206 3.902 0.314
52 H 0.085 -2.701 -2.782
53 H 3.581 0.656 -6.072
54 H -0.612 -4.163 -3.576
55 O 4.032 -2.461 0.575
56 H -7.687 -3.598 0.253
57 H 4.637 1.186 3.822
58 H 1.083 -2.313 -0.461
59 C 4.929 0.931 2.803
60 H 1.842 -0.053 -6.450
61 H -5.394 -3.577 0.649
62 O 0.116 -3.986 -0.287
63 H 1.506 4.845 2.394
64 O -0.423 3.803 4.457
65 O 1.621 -1.518 -0.471
66 C -4.668 2.525 0.802
67 H 5.387 4.112 1.451
68 C 1.913 5.210 1.451
69 H 2.023 1.728 4.271
70 C 2.521 0.546 -5.842
71 H -6.249 -1.772 -1.678
72 H -1.965 -1.137 -3.328
73 C -2.226 -0.079 -3.297
74 C -0.620 1.322 4.440
75 H -0.598 -4.404 4.274
76 H 5.893 3.660 3.077
77 H 3.058 1.694 -3.387
78 H -3.118 0.110 -3.893
79 H 1.534 2.742 5.587
80 H -0.626 2.685 -3.581
81 H -0.791 -3.937 2.551
82 C 0.685 -6.363 2.601
83 H 1.662 -4.457 2.122
84 H -5.281 1.916 2.672
85 C -0.065 -3.778 -2.715
86 H -0.712 4.911 1.138
87 O -7.228 -2.912 0.744
88 H -2.506 0.219 -2.286
89 C -0.198 4.958 0.178
90 H 0.285 0.013 -1.224
91 H -0.820 -5.483 -1.482
92 H 1.667 -0.467 -4.181
93 H -0.309 0.567 -3.308
94 H -2.928 1.298 0.634
95 H 2.996 5.121 1.369
96 H 3.132 -2.159 0.702
97 C -3.213 2.283 0.264
98 H 0.179 2.702 2.858
99 C 0.763 -0.383 -0.327
100 C -5.093 -1.596 0.995
101 H -2.495 2.996 0.670
102 H 2.074 0.475 1.183
103 H 2.592 -4.248 4.011
104 H 2.075 3.471 4.031
105 O 2.004 -5.007 4.047
106 H 0.937 -4.201 -2.787
107 H 2.167 1.353 -0.283
108 H -0.026 -6.286 1.779
109 H -1.653 1.450 4.119
110 C 1.461 0.811 0.347
111 H 3.696 2.596 2.186
112 H -5.371 1.749 0.496
113 H 0.251 -3.014 3.472
114 H -0.325 5.981 -0.176
115 C 1.110 -4.919 2.940
116 H -0.270 1.182 -5.866
117 O -1.426 2.170 -3.713
118 O -4.667 2.491 2.208
119 H 1.949 5.742 -0.907
120 H 1.363 3.429 0.525
121 H 2.942 -4.067 -2.394
122 H 4.350 0.044 2.544
123 C -1.184 0.820 -3.906
124 H 3.446 -1.827 -3.844
125 H -1.388 -0.286 0.184
126 C 0.146 2.586 3.942

***

A cluster of 3 separate species, C4H7ClNO2 in total at a distorted geometry. Source: the Open Molecules 2025 dataset; level of theory: ωB97M-V/def2-TZVPD.

Its orbital gap (spin up / spin down) is 7.2 / 8.9 eV. As for the charge: -1. For the molar mass, the calculation gives 136.56 u. Its highest occupied orbital energy (spin up / spin down) is -4.1 / -5.4 eV.

Cartesian coordinates (Å):
1 N 2.373 0.317 0.978
2 C 0.350 0.160 0.091
3 O -2.817 -1.076 0.127
4 Cl -3.438 1.534 0.100
5 C 0.128 -1.292 0.333
6 C -0.258 0.866 -1.076
7 H -0.781 -1.716 -0.065
8 H -0.441 0.097 -1.784
9 H 0.149 -1.426 1.364
10 O -5.048 -0.668 0.280
11 H 0.086 1.762 -1.470
12 H 2.690 1.369 0.758
13 C -3.871 -0.562 0.177
14 H 1.013 -1.853 0.181
15 H -1.408 1.170 -0.766